No. 1
Here is 2 unconnected molecules or ions with the total composition C28H35N3O2 in a non-equilibrium geometry from OMol25. Energies are from the ωB97M-V functional and the def2-TZVPD basis.

As for the HOMO-LUMO gap: 6.280 eV. Its charge is 0. The highest occupied orbital energy comes out at -0.2693 Eh. The calculation puts the molar mass at 445.61 g mol⁻¹. The spin multiplicity is 1. The electronic energy comes out at -1402.59150 hartree.

Last column: natural (NBO) charge in e.
Positions of all 68 atoms, in Å:
C1 -5.721 2.739 -1.342  -0.39
N1 -4.619 3.200 -0.523  -0.51
C2 -4.956 4.337 0.309  -0.39
C3 -3.357 2.587 -0.521  0.17
C4 -2.348 3.004 -1.418  -0.22
C5 -1.086 2.443 -1.393  -0.19
C6 -0.732 1.407 -0.470  -0.11
C7 0.611 0.916 -0.364  -0.04
C8 1.746 1.771 -0.449  -0.10
C9 3.059 1.205 -0.515  -0.16
C10 4.189 1.970 -0.532  -0.10
C11 5.526 1.322 -0.582  -0.65
C12 4.099 3.445 -0.495  0.55
O1 5.118 4.161 -0.502  -0.59
C13 2.750 4.036 -0.436  -0.08
C14 2.613 5.518 -0.391  -0.66
C15 1.657 3.210 -0.416  -0.18
C16 -1.793 0.930 0.357  -0.21
C17 -3.043 1.520 0.356  -0.17
H1 -5.409 1.883 -1.947  0.21
H2 -6.573 2.439 -0.714  0.18
H3 -6.069 3.540 -2.011  0.18
H4 -4.088 4.646 0.897  0.21
H5 -5.288 5.184 -0.309  0.18
H6 -5.779 4.086 0.995  0.18
H7 -2.565 3.797 -2.134  0.22
H8 -0.314 2.810 -2.071  0.22
H9 0.766 -0.145 -0.163  0.22
H10 3.172 0.115 -0.599  0.21
H11 6.324 2.067 -0.545  0.25
H12 5.634 0.634 0.273  0.22
H13 5.621 0.728 -1.505  0.22
H14 3.605 5.979 -0.374  0.25
H15 2.071 5.897 -1.270  0.22
H16 2.066 5.835 0.510  0.22
H17 0.672 3.677 -0.392  0.22
H18 -1.574 0.138 1.086  0.21
H19 -3.828 1.190 1.041  0.21
C18 -1.786 -5.767 -1.524  -0.62
C19 -1.921 -5.205 -0.122  -0.20
N2 -1.246 -3.901 0.097  -0.45
C20 -2.113 -2.729 -0.018  -0.21
C21 -2.800 -2.316 1.275  -0.62
C22 0.122 -3.847 0.294  0.63
C23 0.760 -2.566 0.552  -0.39
N3 2.067 -2.697 1.056  -0.23
C24 2.961 -3.620 0.533  0.02
C25 4.257 -3.686 0.998  -0.21
C26 4.693 -2.820 2.001  -0.20
C27 3.757 -1.955 2.570  -0.23
C28 2.467 -1.903 2.095  0.02
O2 0.734 -4.938 0.247  -0.72
H20 -2.378 -6.684 -1.589  0.21
H21 -2.176 -5.057 -2.258  0.20
H22 -0.747 -6.013 -1.760  0.23
H23 -2.985 -5.017 0.097  0.18
H24 -1.529 -5.925 0.608  0.22
H25 -1.498 -1.902 -0.392  0.21
H26 -2.882 -2.973 -0.769  0.20
H27 -3.352 -1.382 1.123  0.21
H28 -3.503 -3.088 1.604  0.21
H29 -2.073 -2.157 2.078  0.20
H30 0.140 -1.833 1.074  0.19
H31 2.548 -4.367 -0.136  0.28
H32 4.904 -4.437 0.543  0.23
H33 5.718 -2.837 2.332  0.23
H34 4.029 -1.296 3.398  0.23
H35 1.672 -1.305 2.554  0.22


No. 2
Here is a molecular structure, C28H36As2IrSi in a non-equilibrium geometry from OMol25. Energies are from the ωB97M-V functional and the def2-TZVPD basis.

As for the HOMO-LUMO gap (alpha / beta): 5.006 / 6.306 eV. Its charge is +1. The highest occupied orbital energy (alpha / beta) comes out at -0.2528 / -0.4190 Eh. The calculation puts the molar mass at 742.74 g mol⁻¹. The spin multiplicity is 5. The electronic energy comes out at -5953.44822 hartree.

Last column: Löwdin spin population.
Positions of all 68 atoms, in Å:
C1 -2.796 -0.246 0.650  0.15
C2 -2.219 -1.564 0.655  0.15
C3 -1.575 -1.766 1.930  0.13
H1 -2.285 -2.290 -0.139  0.01
C4 -1.781 -0.580 2.721  0.19
C5 -2.512 0.365 1.927  0.21
H2 -2.827 1.349 2.245  0.01
H3 -3.371 0.196 -0.147  0.01
H4 -1.069 -2.662 2.251  0.01
H5 -1.469 -0.439 3.741  0.01
Ir1 -0.491 -0.078 0.811  1.75
C6 2.761 -2.516 -2.194  0.07
H6 2.814 -3.285 -1.428  0.00
H7 3.762 -2.361 -2.620  0.01
H8 2.104 -2.851 -3.002  0.00
Si1 0.896 -1.094 -0.972  0.39
C7 -0.002 -0.600 -2.564  0.07
C8 -1.380 -0.754 -2.767  0.03
H9 -2.036 -1.137 -1.976  0.00
C9 -1.946 -0.432 -4.007  0.00
H10 -3.019 -0.566 -4.155  0.00
C10 -1.146 0.052 -5.041  0.03
H11 -1.588 0.297 -6.009  0.00
C11 0.223 0.232 -4.833  0.00
H12 0.860 0.615 -5.623  0.00
C12 0.791 -0.076 -3.596  0.03
H13 1.867 0.081 -3.435  0.00
C13 0.408 -2.879 -0.560  0.07
C14 -0.257 -3.652 -1.520  0.03
H14 -0.609 -3.197 -2.453  0.00
C15 -0.418 -5.025 -1.323  0.00
H15 -0.899 -5.612 -2.098  0.00
C16 0.041 -5.629 -0.150  0.03
H16 -0.085 -6.702 -0.002  0.00
C17 0.656 -4.849 0.829  0.00
H17 1.006 -5.304 1.756  0.00
C18 0.833 -3.480 0.636  0.04
H18 1.307 -2.873 1.413  0.01
H19 2.101 -0.293 -0.482  0.05
H20 2.407 -1.469 -1.759  0.02
C19 2.982 1.101 1.831  0.03
As1 1.096 0.860 2.273  0.14
C20 1.102 0.261 4.125  0.03
C21 0.393 2.715 2.469  0.02
C22 0.494 3.451 3.648  0.00
C23 -0.099 4.722 3.708  0.00
C24 -0.776 5.245 2.604  0.00
C25 -0.881 4.504 1.417  0.01
C26 -0.301 3.238 1.365  0.02
As2 -0.441 2.053 -0.219  0.14
C27 -2.081 2.588 -1.124  0.04
C28 1.050 2.646 -1.340  0.03
H21 3.357 0.152 1.433  0.00
H22 3.482 1.353 2.773  0.00
H23 3.082 1.912 1.104  0.00
H24 2.117 0.423 4.503  0.00
H25 0.372 0.856 4.679  0.00
H26 0.842 -0.801 4.140  0.00
H27 1.020 3.039 4.515  0.00
H28 -0.034 5.298 4.630  0.00
H29 -1.237 6.227 2.662  0.00
H30 -1.411 4.904 0.550  0.00
H31 -1.945 3.628 -1.449  0.01
H32 -2.217 1.917 -1.981  0.00
H33 -2.916 2.501 -0.420  0.00
H34 0.967 3.738 -1.389  0.00
H35 2.000 2.348 -0.886  0.00
H36 0.928 2.197 -2.331  0.00


No. 3
Here is a molecular structure, C28H36As3Cl2F6HfNO4Sb in a non-equilibrium geometry from OMol25. Energies are from the ωB97M-V functional and the def2-TZVPD basis.

As for the HOMO-LUMO gap (alpha / beta): 6.934 / 4.348 eV. Its charge is +2. The highest occupied orbital energy (alpha / beta) comes out at -0.4990 / -0.4990 Eh. The calculation puts the molar mass at 1160.51 g mol⁻¹. The spin multiplicity is 2. The electronic energy comes out at -9959.14687 hartree. The relative energy (zero: lowest compared OMol25 entry of this formula, charge and spin) is 269.5 kJ/mol.

Last column: Löwdin spin population.
Positions of all 82 atoms, in Å:
Hf1 -0.831 -1.086 -1.081  0.00
Cl1 5.013 -5.593 -2.613  0.00
C1 3.873 -4.468 -2.000  0.00
C2 4.336 -3.224 -1.517  0.00
C3 3.466 -2.267 -1.072  0.00
Cl2 4.080 -0.789 -0.433  0.00
C4 2.057 -2.461 -1.100  0.00
O1 1.235 -1.523 -0.796  0.00
C5 1.627 -3.791 -1.452  0.00
C6 0.298 -4.160 -1.266  0.00
O2 -0.556 -3.402 -0.671  0.00
C7 2.546 -4.758 -1.939  0.00
H1 5.402 -3.039 -1.495  0.00
H2 -0.031 -5.146 -1.593  0.00
H3 2.181 -5.735 -2.232  0.00
C8 -1.454 -1.808 2.832  0.00
As1 -0.135 -0.927 1.679  0.00
C9 1.449 -1.835 2.400  0.00
C10 -0.113 0.774 2.721  0.00
C11 0.799 1.946 2.309  0.01
C12 0.693 2.984 3.441  0.03
C13 0.343 2.614 1.004  0.00
As2 0.159 1.520 -0.682  0.00
C14 1.856 1.874 -1.587  0.00
C15 -0.818 2.931 -1.631  0.00
C16 2.252 1.459 2.199  0.10
As3 3.661 2.857 2.355  0.59
C17 5.139 1.866 3.142  0.09
C18 4.343 3.258 0.572  0.10
H4 -2.421 -1.314 2.753  0.00
H5 -1.123 -1.798 3.870  0.00
H6 -1.584 -2.839 2.506  0.00
H7 1.509 -1.686 3.477  0.00
H8 2.366 -1.491 1.923  0.00
H9 1.336 -2.902 2.202  0.00
H10 0.122 0.488 3.749  0.00
H11 -1.147 1.129 2.717  0.00
H12 -0.346 3.201 3.685  0.00
H13 1.170 3.928 3.148  0.02
H14 1.187 2.618 4.345  0.00
H15 1.030 3.431 0.756  0.00
H16 -0.647 3.052 1.147  0.00
H17 2.062 2.942 -1.566  0.00
H18 1.731 1.556 -2.621  0.00
H19 2.674 1.310 -1.154  0.00
H20 -0.281 3.870 -1.509  0.00
H21 -1.832 3.043 -1.250  0.00
H22 -0.859 2.697 -2.695  0.00
H23 2.426 0.940 1.250  0.01
H24 2.477 0.786 3.029  0.00
H25 4.887 1.519 4.142  0.00
H26 6.025 2.495 3.201  0.00
H27 5.335 1.015 2.486  0.02
H28 3.618 3.809 -0.021  0.00
H29 4.589 2.309 0.094  0.02
H30 5.244 3.861 0.675  0.00
O3 -0.771 0.492 -4.705  0.00
C19 -0.996 0.163 -3.576  0.00
O4 -0.107 -0.290 -2.710  0.00
C20 -2.377 0.379 -2.967  0.00
C21 -3.460 0.722 -3.776  0.00
C22 -4.636 1.075 -3.172  0.00
C23 -4.719 1.132 -1.764  0.00
C24 -5.873 1.569 -1.075  0.00
C25 -5.877 1.658 0.287  0.00
C26 -4.725 1.318 1.026  0.00
C27 -3.601 0.870 0.392  0.00
C28 -3.577 0.761 -1.012  0.00
N1 -2.432 0.352 -1.637  0.00
H31 -3.334 0.701 -4.849  0.00
H32 -5.502 1.345 -3.764  0.00
H33 -6.748 1.836 -1.655  0.00
H34 -6.760 1.994 0.812  0.00
H35 -4.744 1.416 2.104  0.00
H36 -2.710 0.598 0.947  0.00
F1 -2.333 -1.746 -0.017  0.00
Sb1 -2.744 -3.737 -1.224  0.00
F2 -4.126 -2.476 -1.569  0.00
F3 -1.650 -2.303 -2.518  0.00
F4 -3.134 -4.364 -2.953  0.00
F5 -2.104 -5.519 -0.991  0.00
F6 -3.380 -3.985 0.536  0.00